{
  "formula": "C32H36B2CoN8O2",
  "method": "ωB97M-V with the def2-TZVPD basis set",
  "species": ["Co", "C", "C", "C", "C", "N", "N", "B", "N", "C", "C", "C", "C", "N", "N", "C", "C", "C", "C", "N", "N", "C", "C", "C", "C", "N", "H", "H", "H", "H", "H", "H", "H", "H", "H", "H", "H", "H", "H", "H", "H", "H", "H", "H", "H", "H", "O", "B", "O", "C", "C", "C", "C", "C", "C", "H", "H", "H", "H", "C", "C", "C", "C", "C", "C", "C", "C", "C", "C", "H", "H", "H", "H", "H", "H", "H", "H", "H", "H", "H", "H"],
  "positions_angstrom": [[0.213, 0.004, -0.100], [3.391, 0.231, -1.729], [3.244, -0.646, -0.534], [4.223, -1.441, 0.069], [3.587, -2.050, 1.130], [2.311, -1.642, 1.139], [2.096, -0.768, 0.136], [1.218, -1.919, 2.194], [0.022, -2.622, 1.510], [-0.602, -3.781, 1.778], [-1.808, -3.776, 1.118], [-1.860, -2.536, 0.462], [-2.993, -2.037, -0.367], [-0.749, -1.843, 0.705], [0.683, -0.575, 2.761], [0.330, -0.278, 4.023], [-0.160, 1.005, 4.053], [-0.103, 1.442, 2.724], [-0.483, 2.790, 2.211], [0.380, 0.473, 1.948], [1.868, -2.763, 3.287], [2.545, -2.391, 4.399], [3.152, -3.505, 4.920], [2.804, -4.546, 4.036], [3.201, -5.986, 4.092], [2.045, -4.089, 3.054], [4.295, -0.028, -2.276], [2.540, 0.118, -2.400], [3.458, 1.284, -1.446], [5.248, -1.559, -0.237], [3.944, -2.758, 1.858], [-0.130, -4.516, 2.403], [-2.556, -4.550, 1.111], [-3.297, -2.793, -1.093], [-3.854, -1.820, 0.267], [-2.734, -1.124, -0.886], [0.431, -0.999, 4.814], [-0.505, 1.558, 4.909], [-0.223, 3.547, 2.950], [0.040, 3.023, 1.286], [-1.558, 2.863, 2.030], [2.598, -1.365, 4.717], [3.760, -3.562, 5.807], [3.571, -6.246, 5.083], [2.353, -6.629, 3.859], [3.990, -6.202, 3.370], [-1.220, 2.540, -0.851], [-1.273, 1.250, -0.315], [-2.558, 1.029, 0.210], [-3.272, 2.175, -0.021], [-4.578, 2.462, 0.303], [-5.047, 3.725, -0.059], [-4.231, 4.643, -0.711], [-2.907, 4.342, -1.030], [-2.458, 3.093, -0.668], [-5.204, 1.740, 0.810], [-6.068, 3.995, 0.173], [-4.631, 5.612, -0.977], [-2.262, 5.046, -1.538], [-0.249, -0.576, -4.254], [-0.649, 0.429, -3.153], [-2.192, 0.554, -3.172], [-0.273, -0.182, -1.826], [0.002, 1.776, -3.488], [1.018, 2.328, -2.720], [1.617, 3.530, -3.072], [1.210, 4.207, -4.210], [0.201, 3.666, -4.994], [-0.390, 2.465, -4.636], [-0.755, -1.531, -4.103], [0.828, -0.751, -4.247], [-0.521, -0.191, -5.237], [-2.652, -0.412, -2.967], [-2.529, 0.882, -4.155], [-2.548, 1.275, -2.438], [-0.453, -1.264, -1.886], [1.343, 1.822, -1.822], [2.400, 3.939, -2.446], [1.673, 5.146, -4.486], [-0.126, 4.180, -5.890], [-1.172, 2.063, -5.269]],
  "lowdin_spin": [1.525, -0.004, 0.004, 0.001, 0.001, -0.003, -0.003, 0.000, 0.001, 0.000, 0.001, 0.002, -0.004, 0.034, -0.001, 0.001, 0.000, 0.001, 0.000, 0.000, 0.000, 0.000, 0.000, 0.000, 0.000, 0.000, 0.000, -0.004, 0.000, 0.000, 0.000, 0.000, 0.000, 0.000, 0.000, -0.003, 0.000, 0.000, 0.000, 0.000, 0.000, 0.000, 0.000, 0.000, 0.000, 0.000, -0.006, -0.040, -0.015, -0.002, -0.001, -0.001, -0.001, -0.001, 0.000, 0.000, 0.000, 0.000, 0.000, -0.006, -0.040, -0.028, -0.386, -0.004, 0.002, 0.000, 0.000, 0.000, 0.000, 0.000, -0.001, 0.000, -0.001, -0.005, 0.000, -0.018, 0.003, 0.000, 0.000, 0.000, 0.000],
  "homo_ev": [-8.66, -8.24],
  "homo_lumo_gap_ev": [8.6, 8.8],
  "multiplicity": 2,
  "s_squared": 1.1883,
  "relative_energy_kj_mol": 52.1,
  "e_lumo_ev": [-0.1, 0.6]
}

***

{
  "formula": "C3H3NO2",
  "method": "ωB97M-V with the def2-TZVPD basis set",
  "species": ["O", "C", "C", "C", "O", "N", "H", "H", "H"],
  "positions_angstrom": [[-0.351, 1.217, -1.553], [-0.009, 0.411, -0.552], [-0.977, -0.515, 0.014], [-0.080, -1.179, 0.866], [1.116, -0.630, 0.907], [1.166, 0.453, 0.036], [0.386, 1.821, -1.718], [-1.108, 0.528, 0.569], [-0.142, -2.108, 1.431]],
  "nbo_charge": [-0.629, 0.439, -0.615, 0.271, -0.249, -0.244, 0.493, 0.321, 0.213],
  "homo_ev": -9.28,
  "homo_lumo_gap_ev": 9.4,
  "smiles": "Oc1ccon1",
  "relative_energy_kj_mol": 523.0,
  "e_lumo_ev": 0.1
}